1.
Here is an isolated molecule of C11H15ClN2 from the Open Molecules 2025 dataset. Energies are from wB97M-V/def2-TZVPD.

The geometry in ORCA input format:
```
! wB97M-V def2-TZVPD RIJCOSX def2/J DEFGRID3
* xyz 0 1
C 1.391 1.826 -1.839
H 0.570 1.714 -0.147
H 2.743 4.374 -0.352
C 0.399 -1.035 0.390
N -1.772 -1.687 0.315
C 0.850 3.073 -2.548
H 1.501 5.224 -2.107
H -0.161 2.673 -2.729
C 2.517 2.399 -0.845
C 1.946 3.645 -0.399
N 0.418 1.028 -1.132
H 1.529 3.316 -3.381
H -0.255 -3.288 2.970
C -0.787 -1.066 -0.247
C 1.302 0.005 -0.506
C -1.686 -2.357 1.447
H 1.706 1.076 -2.498
H 2.366 0.371 0.035
H -0.099 4.980 -1.027
C -0.405 -2.579 2.087
H 1.342 3.653 0.672
C 0.923 4.285 -1.486
H 3.538 2.393 -1.533
Cl -3.102 -3.457 1.793
H 2.782 1.586 0.019
C 0.664 -1.781 1.555
H -1.220 -0.475 -0.959
H 1.605 -2.039 1.991
H 1.568 -0.648 -1.372
*
```

Properties
Orbital gap = 0.3588 Eh
LUMO level = 0.021 hartree
ΔE to the lowest compared entry with this formula, charge and spin = 163.9 kcal per mole

Atomic partial charges in e from the natural (NBO) method, atoms 1 to 4: number 1, C, carries -0.0666; number 2, H, carries 0.3425; number 3, H, carries 0.2355; number 4, C, carries -0.0449



2.
Here is an isolated molecule of C3H6O4 from the Open Molecules 2025 dataset. Energies are from wB97M-V/def2-TZVPD.

The geometry in ORCA input format:
```
! wB97M-V def2-TZVPD RIJCOSX def2/J DEFGRID3
* xyz 0 1
H 1.330 -1.646 0.342
H -0.285 0.647 2.341
C 0.586 0.178 0.516
H 1.463 0.841 0.602
C 0.463 0.289 -0.982
O -1.675 -0.196 1.089
O 0.763 -1.178 0.965
H -1.342 -0.197 -0.655
H -0.745 1.599 0.814
C -0.564 0.653 1.299
H -1.226 -1.117 0.758
O 1.389 0.584 -1.722
O -0.740 -0.065 -1.483
*
```

Properties
Orbital gap = 0.4108 Eh
LUMO level = 0.016 hartree
ΔE to the lowest compared entry with this formula, charge and spin = 31.5 kcal per mole

Atomic partial charges in e from the natural (NBO) method, atoms 1 to 4: number 1, H, carries 0.4912; number 2, H, carries 0.2003; number 3, C, carries -0.0593; number 4, H, carries 0.2124



3.
Here is a structure of composition C25H58As3N7SW from the Open Molecules 2025 dataset. Energies are from wB97M-V/def2-TZVPD.

The geometry in ORCA input format:
```
! wB97M-V def2-TZVPD RIJCOSX def2/J DEFGRID3
* xyz 4 3
C 2.419 2.888 -3.157
C 1.961 2.799 4.616
H -0.889 -2.195 -2.131
H 2.889 2.340 4.967
C 1.940 -1.005 2.099
W -0.832 -0.859 0.195
H -0.209 -0.603 3.495
H -0.203 -5.399 0.338
H 3.508 -1.950 -1.973
C 1.741 1.366 2.550
H 2.064 4.889 -0.452
H -2.615 3.021 0.605
H -1.241 3.942 0.012
N 1.046 -0.393 1.336
H 2.941 3.468 0.216
H 2.735 0.976 -1.102
C -1.016 -4.716 0.087
H -2.609 -3.870 1.268
H -3.629 -2.367 1.041
H -5.091 0.059 1.955
As 1.276 -0.974 -1.598
H 0.525 -3.521 -0.829
H -0.046 2.254 -4.151
S 2.718 0.065 3.193
H -1.825 -0.514 4.155
H 0.196 3.475 -1.817
H -3.187 1.015 3.162
H 0.047 -1.561 -3.819
H -1.035 2.905 1.427
H -1.076 0.866 2.139
H -2.288 1.346 -3.025
H 5.827 3.177 -1.092
H 2.964 0.361 -2.736
C -1.253 -0.805 3.273
H -1.031 -2.865 3.792
C 0.979 -1.833 -3.325
H 2.657 -3.038 -0.889
C 5.037 2.664 -1.639
H 2.738 3.218 2.644
H -3.377 1.827 -1.703
H -4.251 -1.130 2.896
H -2.278 3.004 -2.409
H 2.876 -2.708 2.707
H -3.166 -3.451 -0.859
H -0.241 0.668 -3.395
H 1.189 2.699 -0.597
H 3.394 -1.525 -0.267
As -1.005 1.614 -0.796
N -3.092 -0.806 -0.267
C -3.353 -1.431 -1.597
N -0.922 -2.689 1.663
C -2.381 1.956 -2.132
C 1.850 2.755 3.085
N -1.278 -2.566 -1.269
N -1.657 0.025 2.098
H -4.986 -1.541 0.323
H 1.800 -1.516 -3.966
N 0.960 0.970 1.601
H 5.486 2.204 -2.519
H 1.117 2.300 5.099
C -0.499 -3.825 -1.031
H 3.063 2.358 -3.866
H 1.861 3.611 -3.754
C 0.587 2.515 -1.477
H -1.384 -4.676 2.194
C -1.536 -4.019 1.337
As 3.758 4.037 -2.197
C 2.211 0.691 -2.017
C -4.006 -1.388 0.775
H -4.423 -1.487 -1.797
H -2.541 -2.500 2.988
H -2.810 -3.266 -2.569
H 1.974 3.834 4.952
H 0.069 -2.873 1.829
C 0.499 1.409 -3.728
C -2.716 -2.789 -1.593
C 2.864 -1.987 -1.097
H 1.041 -2.914 -3.206
H 4.612 1.890 -0.993
C -3.062 0.535 2.191
H -0.488 -4.407 -1.953
H -1.820 -5.352 -0.283
H -3.158 1.320 1.447
H -2.900 -0.805 -2.367
C -4.156 -0.499 2.012
C -1.537 2.998 0.467
H 2.123 -2.817 1.198
H 3.733 5.043 0.076
H 0.988 3.323 2.732
N 2.163 -2.341 2.086
C -1.477 -2.270 2.995
H 1.082 0.963 -4.536
H -3.366 0.169 -0.364
C 3.020 4.371 -0.400
C 1.412 1.864 -2.579
*
```

Properties
Orbital gap (alpha / beta) = 0.1882 / 0.1570 Eh
LUMO level (alpha / beta) = -0.442 / -0.473 hartree
ΔE to the lowest compared entry with this formula, charge and spin = 4.0 kcal per mole

Atomic partial charges in e from the Löwdin method, atoms 1 to 4: number 1, C, carries -0.3540; number 2, C, carries -0.0709; number 3, H, carries 0.0270; number 4, H, carries 0.0819



4.
Here is a cluster of 2 separate species, C4H11N3O2 in total from the Open Molecules 2025 dataset. Energies are from wB97M-V/def2-TZVPD.

The geometry in ORCA input format:
```
! wB97M-V def2-TZVPD RIJCOSX def2/J DEFGRID3
* xyz 0 1
H 2.325 -0.136 0.722
C 1.880 0.967 0.989
C -0.536 -1.714 -3.823
O -1.502 -1.408 -1.590
C -0.196 0.977 2.586
H -2.136 1.731 2.482
N 0.493 0.889 1.357
H 0.012 -2.650 -3.917
H -1.431 -1.696 -4.305
H 2.496 1.384 1.771
H -1.974 0.242 3.397
N -1.653 0.731 2.473
H 2.170 1.666 0.155
O 0.540 -0.661 -2.029
C -0.448 -1.285 -2.401
H 1.437 0.952 3.554
H -0.052 0.643 0.486
H 0.174 -0.958 -4.101
N 0.370 0.969 3.780
H -1.969 -0.643 -1.586
*
```

Properties
Orbital gap = 0.3308 Eh
LUMO level = 0.017 hartree
ΔE to the lowest compared entry with this formula, charge and spin = 70.0 kcal per mole

Atomic partial charges in e from the natural (NBO) method, atoms 1 to 4: number 1, H, carries 0.1955; number 2, C, carries -0.4131; number 3, C, carries -0.7376; number 4, O, carries -0.7077



5.
Here is a structure of composition O2PbV from the Open Molecules 2025 dataset. Energies are from wB97M-V/def2-TZVPD.

The geometry in ORCA input format:
```
! wB97M-V def2-TZVPD RIJCOSX def2/J DEFGRID3
* xyz 3 1
O 0.317 -0.340 0.643
Pb -2.437 4.387 -0.292
O 0.632 -2.512 -0.652
V 1.488 -1.536 0.302
*
```

Properties
Orbital gap = 0.2294 Eh
LUMO level = -0.590 hartree
ΔE to the lowest compared entry with this formula, charge and spin = 0.0 kcal per mole

Population analysis type Löwdin, resulting atomic charges in e: number 1, O, carries -0.2748; number 2, Pb, carries 1.9987; number 3, O, carries -0.1289; number 4, V, carries 1.4050



6.
Here is a structure of composition C24H30AuN4O2S from the Open Molecules 2025 dataset. Energies are from wB97M-V/def2-TZVPD.

The geometry in ORCA input format:
```
! wB97M-V def2-TZVPD RIJCOSX def2/J DEFGRID3
* xyz 1 1
C 19.385 6.143 6.101
C 16.917 8.464 11.577
H 16.951 7.528 11.034
C 14.815 7.770 13.025
C 16.206 11.637 9.611
H 11.018 7.473 10.205
C 16.334 9.446 10.618
C 7.367 8.322 9.529
N 18.404 6.226 7.219
H 17.438 11.226 11.385
H 14.768 11.690 7.935
N 13.802 6.112 8.905
N 7.556 8.748 10.804
H 19.218 8.795 7.970
H 18.002 8.685 11.791
C 20.797 8.108 6.659
H 19.031 8.137 5.377
H 21.126 9.124 6.379
H 20.823 6.224 8.408
H 9.408 6.157 11.943
H 13.448 7.791 10.078
C 8.276 7.997 11.616
H 20.387 7.366 4.732
H 16.919 7.924 13.691
H 14.422 7.745 14.055
C 11.689 6.729 9.690
C 7.949 7.164 9.059
H 14.188 8.399 12.372
O 17.883 6.227 9.403
H 20.172 7.116 9.840
C 15.229 11.132 8.716
C 11.137 5.580 9.084
C 13.032 6.939 9.582
N 15.360 8.956 9.803
H 20.228 5.568 6.440
H 18.890 5.527 5.321
H 20.809 9.013 8.664
C 16.204 8.402 12.980
C 19.854 7.503 5.643
H 8.381 8.403 12.626
C 20.207 8.301 8.048
C 14.878 9.798 8.882
C 18.715 6.449 8.476
Au 15.777 6.250 9.126
H 15.220 5.871 13.071
H 21.715 7.563 6.741
H 11.523 3.901 7.807
S 9.499 4.933 9.277
C 20.114 6.961 8.760
C 11.956 4.772 8.320
H 17.550 5.695 7.080
C 13.274 5.090 8.239
H 14.104 9.417 8.211
C 16.730 10.814 10.577
H 6.681 8.889 8.929
H 13.982 4.473 7.704
C 8.829 6.771 11.213
H 16.133 9.416 13.384
C 8.665 6.353 9.906
H 16.474 12.695 9.583
O 14.734 6.458 12.521
H 7.739 6.945 8.015
*
```

Properties
Orbital gap = 0.3392 Eh
LUMO level = -0.085 hartree
ΔE to the lowest compared entry with this formula, charge and spin = 16.5 kcal per mole

Atomic partial charges in e from the natural (NBO) method, atoms 1 to 4: number 1, C, carries -0.2162; number 2, C, carries -0.4553; number 3, H, carries 0.2346; number 4, C, carries -0.0658



7.
Here is a cluster of 2 separate species, C5H14N2O in total from the Open Molecules 2025 dataset. Energies are from wB97M-V/def2-TZVPD.

The geometry in ORCA input format:
```
! wB97M-V def2-TZVPD RIJCOSX def2/J DEFGRID3
* xyz 3 2
H 3.157 -1.629 2.224
C 0.071 0.658 -1.066
H -0.629 0.238 3.370
H -1.947 -0.383 0.837
H 0.247 -0.891 2.609
C -1.067 0.111 1.243
C 0.887 1.739 -1.448
H 0.987 0.361 0.779
H 1.457 2.128 -0.605
H 2.189 -2.853 2.100
H 0.413 -1.093 0.216
N -0.697 -0.444 2.603
O 2.247 -1.878 2.057
H -1.210 -0.843 -1.782
C 0.111 -0.042 0.241
H -1.252 -1.277 2.837
H 0.960 2.177 -2.433
H -0.949 1.669 -3.425
C -1.281 0.693 -3.084
H -2.093 0.213 -3.637
N -0.855 0.083 -2.015
H -1.305 1.142 1.490
*
```

Properties
Orbital gap (alpha / beta) = 0.2503 / 0.1514 Eh
LUMO level (alpha / beta) = -0.542 / -0.640 hartree
ΔE to the lowest compared entry with this formula, charge and spin = 11.3 kcal per mole

Atomic partial charges in e from the natural (NBO) method, atoms 1 to 4: number 1, H, carries 0.5189; number 2, C, carries 0.4154; number 3, H, carries 0.4858; number 4, H, carries 0.2526



8.
Here is a structure of composition C5H8O2 from the Open Molecules 2025 dataset. Energies are from wB97M-V/def2-TZVPD.

The geometry in ORCA input format:
```
! wB97M-V def2-TZVPD RIJCOSX def2/J DEFGRID3
* xyz 0 1
O 1.396 -0.190 -1.920
C -1.786 -0.268 0.831
H 0.861 1.785 -2.007
H -2.299 0.698 0.869
H 1.168 0.774 1.764
C 0.742 -1.002 0.372
C 0.843 0.304 0.839
H 1.216 1.071 -0.215
H 1.319 -0.857 -1.062
C -0.434 -0.124 0.199
O -0.558 0.572 -1.080
H -2.405 -0.963 0.254
C 0.703 0.837 -1.499
H -1.684 -0.661 1.846
H 0.917 -1.977 0.809
*
```

Properties
Orbital gap = 0.3434 Eh
LUMO level = 0.019 hartree
ΔE to the lowest compared entry with this formula, charge and spin = 111.4 kcal per mole

Atomic partial charges in e from the natural (NBO) method, atoms 1 to 4: number 1, O, carries -0.6430; number 2, C, carries -0.6244; number 3, H, carries 0.1952; number 4, H, carries 0.2222



Number 1: maximum force 8.04 eV/A, energy -997.60723 Ha. Number 2: maximum force 3.81 eV/A, energy -418.84402 Ha. Number 3: maximum force 1.54 eV/A, energy -8541.86761 Ha. Number 4: maximum force 4.42 eV/A, energy -473.69128 Ha. Number 5: maximum force 8.27 eV/A, energy -1285.92691 Ha. Number 6: maximum force 2.31 eV/A, energy -1835.71247 Ha. Number 7: maximum force 2.67 eV/A, energy -382.35442 Ha. Number 8: maximum force 0.25 eV/A, energy -345.62746 Ha.